{
  "formula": "C39H31BrGaIN2O3P",
  "method": "the ωB97M-V functional and the def2-TZVPD basis",
  "symbols": ["Ga", "C", "O", "C", "C", "C", "C", "C", "C", "N", "N", "C", "O", "C", "C", "C", "C", "C", "C", "C", "O", "H", "H", "H", "H", "H", "H", "H", "H", "H", "H", "H", "H", "C", "C", "C", "C", "C", "C", "P", "C", "C", "C", "C", "C", "C", "C", "C", "C", "C", "C", "C", "H", "H", "H", "H", "H", "H", "H", "H", "H", "H", "H", "H", "H", "H", "H", "Br", "C", "C", "C", "C", "C", "C", "I", "H", "H", "H", "H"],
  "coordinates": [[0.9055, -0.8125, 0.3479], [3.4307, 2.7298, 1.4016], [3.2218, 3.0393, 0.0188], [3.3481, 2.0644, -0.9140], [3.9418, 2.4318, -2.1089], [4.1239, 1.5249, -3.1476], [3.7292, 0.2188, -2.9689], [3.0822, -0.1726, -1.7905], [2.7998, -1.5941, -1.6236], [1.9149, -1.9956, -0.7973], [1.7841, -3.3385, -0.4406], [1.1491, -3.4015, 0.6946], [0.7411, -2.3387, 1.3847], [0.8338, -4.7164, 1.2870], [0.9020, -5.8637, 0.5011], [0.5981, -7.0949, 1.0556], [0.2344, -7.1848, 2.3945], [0.1685, -6.0406, 3.1784], [0.4641, -4.8035, 2.6242], [2.8389, 0.7648, -0.7528], [2.1721, 0.4895, 0.3926], [3.7719, 3.6545, 1.8592], [4.1971, 1.9626, 1.5134], [2.5063, 2.3992, 1.8682], [4.2771, 3.4573, -2.2011], [4.5969, 1.8394, -4.0674], [3.9140, -0.5241, -3.7359], [3.3894, -2.3355, -2.1595], [1.1903, -5.7786, -0.5381], [0.6477, -7.9876, 0.4460], [0.0050, -8.1502, 2.8274], [-0.1099, -6.1121, 4.2216], [0.4122, -3.9048, 3.2232], [-1.8319, 1.6075, -4.3142], [-0.6020, 1.6505, -3.6766], [-0.4361, 1.0083, -2.4576], [-1.5093, 0.3286, -1.8856], [-2.7447, 0.2711, -2.5366], [-2.9023, 0.9188, -3.7490], [-1.3107, -0.5250, -0.3323], [-2.2607, 0.2210, 0.9932], [-3.1871, 1.2308, 0.7569], [-3.8521, 1.8112, 1.8283], [-3.5851, 1.3954, 3.1230], [-2.6526, 0.3915, 3.3617], [-1.9872, -0.1962, 2.2999], [-1.8627, -2.2264, -0.5476], [-1.3159, -2.9629, -1.5992], [-1.6453, -4.3011, -1.7403], [-2.5156, -4.9017, -0.8383], [-3.0655, -4.1666, 0.2016], [-2.7382, -2.8263, 0.3524], [-1.9605, 2.1091, -5.2644], [0.2284, 2.1830, -4.1212], [0.5294, 1.0433, -1.9623], [-3.5713, -0.2801, -2.1031], [-3.8559, 0.8830, -4.2586], [-3.3800, 1.5785, -0.2497], [-4.5712, 2.5988, 1.6474], [-4.0990, 1.8592, 3.9549], [-2.4424, 0.0720, 4.3736], [-1.2613, -0.9817, 2.4897], [-0.6400, -2.4968, -2.3076], [-1.2187, -4.8771, -2.5509], [-2.7673, -5.9486, -0.9481], [-3.7475, -4.6351, 0.8988], [-3.1641, -2.2555, 1.1665], [-2.3952, 5.5485, 1.9836], [-0.6385, 6.1198, 1.5971], [-0.2965, 7.4175, 1.9539], [0.9796, 7.8925, 1.6959], [1.9177, 7.0736, 1.0855], [1.5815, 5.7766, 0.7284], [0.2999, 5.3007, 0.9806], [-0.1364, 3.3482, 0.4117], [-1.0331, 8.0470, 2.4334], [1.2371, 8.9053, 1.9767], [2.9162, 7.4396, 0.8857], [2.3116, 5.1242, 0.2689]],
  "forces_ev_per_angstrom": [[0.224, 0.067, -0.239], [0.068, -0.038, -0.066], [0.040, 0.027, 0.098], [-0.018, 0.038, -0.009], [0.095, 0.002, -0.154], [-0.041, 0.057, 0.044], [0.024, 0.003, -0.002], [0.039, -0.217, 0.072], [0.135, 0.184, -0.128], [-0.033, -0.419, 0.056], [-0.075, 0.376, -0.075], [-0.142, -0.042, 0.235], [0.112, -0.246, 0.204], [0.078, 0.119, -0.145], [0.007, -0.075, -0.011], [-0.005, 0.002, 0.007], [0.000, 0.017, -0.002], [0.007, 0.028, -0.046], [-0.079, -0.056, 0.071], [-0.029, -0.102, -0.007], [-0.052, 0.097, -0.016], [0.019, 0.014, 0.032], [0.005, -0.001, 0.008], [0.008, 0.003, 0.028], [-0.007, -0.016, 0.002], [0.012, -0.008, 0.021], [-0.006, 0.016, 0.022], [0.013, 0.028, -0.014], [0.005, -0.001, 0.018], [0.003, 0.005, 0.011], [-0.001, 0.017, -0.005], [0.004, 0.001, -0.014], [0.015, -0.012, 0.000], [-0.036, -0.007, -0.013], [-0.005, -0.007, 0.028], [-0.041, 0.008, 0.016], [-0.002, 0.020, -0.074], [0.045, 0.074, -0.083], [0.037, 0.005, 0.005], [-0.151, -0.109, 0.182], [0.046, 0.146, 0.065], [-0.039, -0.022, 0.025], [0.001, 0.007, -0.021], [0.006, -0.010, 0.019], [-0.020, 0.004, -0.037], [0.007, 0.066, 0.008], [-0.050, -0.015, -0.031], [-0.060, -0.096, 0.015], [0.000, 0.030, 0.007], [0.001, -0.005, -0.004], [0.031, 0.022, -0.029], [-0.004, -0.052, -0.007], [-0.006, -0.004, 0.008], [-0.010, -0.011, 0.007], [-0.040, 0.026, -0.018], [0.020, -0.011, 0.004], [0.013, 0.007, 0.000], [0.013, 0.008, 0.008], [0.010, -0.001, -0.002], [0.007, -0.003, -0.015], [0.001, 0.004, -0.008], [0.004, -0.009, -0.017], [0.010, 0.012, 0.002], [-0.009, 0.007, 0.003], [0.013, 0.012, -0.003], [0.011, 0.008, -0.008], [-0.010, -0.009, -0.003], [-0.051, -0.064, -0.002], [0.063, 0.062, -0.015], [0.078, 0.008, -0.019], [-0.033, 0.017, 0.012], [0.000, -0.037, -0.008], [-0.009, 0.082, 0.077], [0.030, 0.027, 0.061], [-0.237, -0.072, -0.063], [0.007, -0.004, -0.010], [-0.004, -0.018, -0.005], [-0.013, 0.001, 0.007], [-0.050, 0.038, -0.060]],
  "gap_ev": 7.878,
  "e_above_lowest_kj_mol": 0.0,
  "total_energy_ev": -189872.979,
  "charge": 1,
  "lumo_energy_ev": -3.0,
  "spin_multiplicity": 1
}

{
  "formula": "C39H31F3IrN4O3Sb",
  "method": "the ωB97M-V functional and the def2-TZVPD basis",
  "symbols": ["Ir", "C", "C", "O", "C", "C", "C", "N", "N", "C", "O", "C", "C", "C", "C", "C", "C", "H", "H", "H", "H", "H", "H", "H", "H", "H", "H", "H", "H", "O", "C", "C", "C", "C", "C", "C", "C", "N", "C", "C", "N", "H", "H", "H", "H", "H", "H", "H", "F", "C", "C", "C", "C", "C", "C", "Sb", "C", "C", "C", "C", "F", "C", "C", "C", "C", "C", "C", "F", "C", "C", "H", "H", "H", "H", "H", "H", "H", "H", "H", "H", "H", "H"],
  "coordinates": [[-0.6670, 0.7205, 0.2275], [0.5988, 3.4179, -2.7884], [0.8171, 2.5021, -1.6085], [-0.0203, 2.5353, -0.6631], [1.9392, 1.6665, -1.6159], [2.2031, 0.6383, -0.7202], [3.4538, -0.1691, -0.9052], [1.3563, 0.3168, 0.2671], [1.7121, -0.7309, 1.0308], [0.7747, -1.0588, 1.8880], [-0.3534, -0.4579, 1.9634], [1.0212, -2.2462, 2.7512], [-0.0586, -2.8264, 3.4132], [0.1157, -3.9843, 4.1576], [1.3689, -4.5792, 4.2350], [2.4542, -3.9888, 3.5984], [2.2867, -2.8189, 2.8712], [-0.3352, 3.9581, -2.6583], [0.5443, 2.8199, -3.6999], [1.4248, 4.1248, -2.8882], [2.6301, 1.7929, -2.4390], [4.1555, 0.3544, -1.5503], [3.1968, -1.1278, -1.3662], [3.9206, -0.3792, 0.0552], [-1.0310, -2.3584, 3.3325], [-0.7279, -4.4241, 4.6761], [1.5046, -5.4950, 4.7971], [3.4401, -4.4343, 3.6750], [3.1342, -2.3339, 2.4043], [-0.7313, -0.4380, -1.5856], [-1.5717, -0.0345, -2.5256], [-1.1118, 0.1235, -3.8443], [-1.9689, 0.4395, -4.8789], [-3.3306, 0.6321, -4.6391], [-3.7983, 0.5001, -3.3481], [-2.9365, 0.1799, -2.2954], [-3.4222, 0.1070, -0.9341], [-2.7433, 0.4146, 0.1516], [-3.5853, 0.2675, 1.2392], [-4.7954, -0.1470, 0.7995], [-4.6767, -0.2416, -0.5744], [-0.0537, -0.0409, -4.0250], [-1.5842, 0.5345, -5.8888], [-4.0045, 0.8943, -5.4441], [-4.8495, 0.6791, -3.1403], [-3.2491, 0.4728, 2.2415], [-5.7041, -0.3862, 1.3260], [-5.3949, -0.5338, -1.2118], [5.5625, -6.3291, -1.3436], [4.4028, -5.6623, -1.1830], [3.2600, -6.1625, -1.7803], [2.0728, -5.4591, -1.6355], [2.0184, -4.2894, -0.8705], [3.1875, -3.8358, -0.2635], [4.3970, -4.5088, -0.4295], [0.1706, -3.1848, -0.6472], [-0.1582, -3.2456, -2.7802], [0.9252, -3.0236, -3.6326], [0.7454, -2.8805, -5.0060], [-0.5349, -2.9560, -5.5131], [-0.7177, -2.8215, -6.8444], [-1.6344, -3.1578, -4.7083], [-1.4364, -3.2967, -3.3388], [-0.9035, -4.9979, -0.1220], [-2.2555, -5.1915, -0.4069], [-2.9278, -6.3339, 0.0140], [-2.2332, -7.2775, 0.7396], [-2.8783, -8.3887, 1.1479], [-0.9068, -7.1126, 1.0779], [-0.2503, -5.9638, 0.6507], [3.3102, -7.0863, -2.3451], [1.1755, -5.8280, -2.1235], [3.1514, -2.9400, 0.3495], [5.3179, -4.1502, 0.0137], [1.9331, -2.9784, -3.2300], [1.5776, -2.7001, -5.6764], [-2.6242, -3.1824, -5.1474], [-2.3040, -3.4518, -2.7071], [-2.8107, -4.4476, -0.9674], [-3.9767, -6.4917, -0.2042], [-0.4040, -7.8680, 1.6699], [0.7921, -5.8271, 0.9202]],
  "forces_ev_per_angstrom": [[2.473, -2.423, -0.485], [0.006, 0.084, 0.185], [1.154, -0.387, -0.541], [-1.914, -0.529, 0.070], [-0.527, 0.525, -0.552], [-0.267, -0.264, 0.870], [0.005, 0.019, 0.144], [-0.509, 1.057, -1.441], [-0.063, -0.624, 1.402], [1.717, -0.357, -0.452], [-1.932, 0.650, -0.831], [-0.188, 0.122, 0.045], [0.021, -0.037, 0.003], [0.041, -0.023, -0.013], [-0.033, 0.046, -0.011], [0.048, 0.085, -0.027], [-0.024, -0.005, 0.082], [0.009, 0.050, -0.012], [0.006, 0.057, 0.008], [-0.044, -0.016, -0.030], [0.000, -0.054, 0.008], [-0.041, 0.014, -0.029], [0.027, 0.013, 0.076], [0.018, -0.037, -0.054], [0.009, -0.035, -0.020], [0.024, -0.010, -0.055], [-0.013, 0.027, 0.010], [-0.072, 0.015, 0.000], [-0.061, -0.037, 0.009], [0.023, 1.503, 1.569], [0.083, 0.241, -0.530], [0.296, -0.084, 0.018], [-0.085, 0.006, 0.021], [0.099, -0.073, -0.004], [-0.089, 0.034, 0.058], [-0.134, 0.056, -0.070], [-0.312, -0.020, 0.111], [0.354, 0.828, 0.741], [0.167, 0.008, -0.103], [-0.061, -0.017, -0.177], [-0.187, -0.036, 0.205], [-0.088, -0.018, 0.018], [0.021, 0.001, 0.079], [0.022, -0.023, 0.024], [0.065, 0.025, -0.005], [0.014, -0.054, -0.061], [0.066, 0.032, -0.086], [0.001, -0.054, -0.034], [0.063, -0.052, -0.008], [-0.088, 0.071, 0.043], [-0.094, -0.054, -0.077], [0.060, 0.058, 0.073], [0.022, 0.093, 0.058], [-0.062, 0.024, -0.059], [-0.055, 0.069, 0.052], [0.035, -0.689, -0.197], [-0.099, 0.149, -0.006], [-0.132, -0.032, -0.085], [0.093, 0.035, 0.100], [0.043, -0.027, 0.037], [-0.013, 0.051, -0.049], [-0.113, -0.055, 0.118], [0.149, -0.022, -0.052], [0.029, 0.018, 0.084], [0.120, -0.051, 0.046], [-0.086, 0.100, -0.066], [0.044, 0.086, 0.011], [-0.048, -0.085, 0.028], [0.129, 0.066, 0.052], [-0.142, 0.016, -0.086], [0.012, 0.087, -0.005], [0.062, -0.003, 0.052], [0.057, -0.051, -0.145], [-0.036, -0.031, 0.015], [-0.063, 0.025, -0.045], [-0.030, -0.058, 0.040], [0.038, -0.037, 0.013], [0.024, 0.074, -0.063], [-0.009, -0.037, 0.046], [0.042, -0.007, -0.018], [-0.023, 0.031, -0.034], [-0.055, -0.041, -0.008]],
  "gap_ev": [6.337, 6.337],
  "e_above_lowest_kj_mol": 331.0,
  "total_energy_ev": -70576.586,
  "lumo_energy_ev": [-1.0, -1.0],
  "spin_multiplicity": 1
}